{
  "formula": "C4H11NOS",
  "method": "the ωB97M-V functional and the def2-TZVPD basis",
  "homo_ev": -8.56,
  "fmax_ev_per_a": 3.00,
  "e_tot_ha": -687.16626,
  "lumo_energy_ha": 0.0248,
  "homo_lumo_gap_ha": 0.3393,
  "de_lowest_ev": 1.172,
  "multiplicity": 1,
  "symbols": ["C", "C", "N", "O", "H", "H", "H", "H", "H", "C", "S", "C", "H", "H", "H", "H", "H", "H"],
  "positions_angstrom": [[-0.844820, -0.352069, 2.727453], [0.391825, 0.462588, 2.841302], [1.566112, 0.205965, 2.176314], [0.317698, 1.526683, 3.449267], [-0.694623, -1.208447, 2.029782], [-1.631471, 0.309351, 2.373464], [-1.276438, -0.972224, 3.500770], [2.292081, 0.747068, 2.613170], [1.865595, -0.662972, 1.767781], [0.343618, 1.374873, -2.577270], [0.722893, -0.345666, -2.340567], [-0.700933, -1.426813, -2.634436], [-0.695092, 1.656145, -2.405252], [1.021272, 1.887638, -1.897001], [0.437619, 1.839840, -3.561775], [-0.905683, -1.632894, -3.677116], [-1.624894, -0.998648, -2.202673], [-0.584756, -2.410421, -2.183215]],
  "forces_ev_per_a": [[-0.2, -2.2, -2.0], [-0.1, 1.6, 1.0], [-0.1, -0.4, 0.4], [0.2, -0.5, 0.0], [-0.1, 0.9, -0.4], [0.0, -0.1, -0.1], [0.5, 0.7, 1.3], [0.3, 0.2, -0.3], [-0.5, -0.2, 0.1], [-1.1, 0.9, -0.6], [0.8, -1.2, 0.2], [-1.3, 0.7, -0.1], [-0.1, -0.3, 0.9], [-0.2, 0.1, 0.1], [0.8, -0.7, -0.3], [0.1, 0.2, -0.4], [0.4, -0.1, -0.1], [0.6, 0.2, 0.3]]
}